DFT (ωB97M-V with the def2-TZVPD basis set) results for a structure of composition C18H28N4O5PdSSi in a non-equilibrium geometry.

Geometry as ORCA input:
```
! wB97M-V def2-TZVPD RIJCOSX def2/J DEFGRID3
* xyz -2 1
Pd 0.1381 -0.3269 -0.6370
C -1.4059 0.6732 2.6464
N -0.2579 -0.1432 2.3341
C 0.8329 0.1625 3.2255
C -0.5652 -1.5628 2.3181
C -1.6360 -1.8907 1.3055
C -2.5489 -2.9034 1.5661
C -3.5647 -3.1838 0.6661
C -3.6779 -2.4252 -0.4878
C -2.7610 -1.4163 -0.7473
C -1.7134 -1.1344 0.1276
H -1.7827 0.4844 3.6743
H -2.1949 0.4647 1.9287
H -1.1239 1.7200 2.5516
H 0.5792 -0.0038 4.2959
H 1.1047 1.2072 3.0910
H 1.6901 -0.4521 2.9677
H -0.8870 -1.9228 3.3260
H 0.3594 -2.0834 2.0411
H -2.4700 -3.4876 2.4812
H -4.2648 -3.9883 0.8683
H -4.4821 -2.6205 -1.1915
H -2.8588 -0.8267 -1.6525
C 5.0370 -1.0059 -1.0912
N 4.3613 -0.3422 0.0104
C 4.2480 1.0948 0.0036
C 2.8105 1.3206 0.5534
O 2.4071 2.4124 0.9214
N 2.2171 0.1097 0.6768
C 3.0938 -0.8248 0.3504
N 2.9087 -2.1462 0.5845
H 5.7872 -0.3378 -1.5149
H 4.3031 -1.2775 -1.8611
H 5.5479 -1.9038 -0.7252
H 4.3551 1.5342 -0.9920
H 4.9866 1.5484 0.6795
H 1.9518 -2.4171 0.1935
H 3.6099 -2.7122 0.1224
C -4.4129 3.3808 -0.4250
Si -2.5516 3.8885 -0.3410
C -2.3934 5.3489 -1.6013
C -2.3460 4.6736 1.4066
C -1.3935 2.5165 -0.6577
C -0.6314 1.5685 -0.8150
H -5.0951 4.1888 -0.1624
H -4.6045 2.5537 0.2516
H -4.6669 3.0412 -1.4247
H -3.0692 6.1760 -1.3907
H -2.6038 5.0031 -2.6095
H -1.3822 5.7445 -1.6061
H -2.9957 5.5295 1.5874
H -1.3187 4.9954 1.5458
H -2.5595 3.9295 2.1691
O 0.7368 -2.5516 -0.7152
S 1.1140 -2.0002 -2.0695
O 1.6402 -3.0859 -2.8977
O -0.0966 -1.3833 -2.6509
O 2.1573 -0.9588 -1.8905
*
```

Properties
Largest force on an atom, hartree/bohr: 0.0833
E_tot, Ha: -2113.462288
Energy relative to the best compared isomer or geometry (same formula, charge and spin), eV: 4.021
HOMO level (alpha / beta), eV: -0.87 / -0.69
Kohn-Sham gap (alpha / beta), eV: 5.83 / 5.65

Here are the Löwdin charges for atoms 1 to 6, given in e:
1. Pd 0.800
2. C -0.111
3. N -0.282
4. C -0.138
5. C -0.188
6. C -0.258